Entry 1:
Molecular formula: BrClH4Si2
Method: DFT, ωB97M-V with the def2-TZVPD basis set

The energy relative to the best compared isomer or geometry (same formula, charge and spin) comes out at 214.59 kJ/mol. The total energy is -3615.5716 Eh. As for the HOMO energy: -0.3280 Ha. The calculation puts the strongest force on any atom at 2.6 eV/Å.

Element x y z (Å)
Si1 -1.3362 -0.6357 -0.0317
Si2 2.0018 1.3868 -0.6722
Cl1 -1.5771 1.3255 0.1654
Br1 3.4921 -0.1460 -0.0203
H1 -0.1469 -0.9546 0.8720
H2 -2.5426 -1.3335 0.5427
H3 -0.9181 -0.7023 -1.3815
H4 1.0271 1.0598 0.5256

Results of the Mulliken charge analysis, in e, for atoms 1 through 6: 0.527, 0.250, -0.215, -0.177, -0.088, -0.106

---

Entry 2:
Molecular formula: C4H10NS
Method: DFT, ωB97M-V with the def2-TZVPD basis set

The energy relative to the best compared isomer or geometry (same formula, charge and spin) comes out at 34.23 kJ/mol. The total energy is -611.3528 Eh. As for the HOMO energy: -0.0833 Ha. The calculation puts the strongest force on any atom at 2.8 eV/Å. Its charge is -1.

Element x y z (Å)
C1 -0.3690 -0.1595 -1.2455
N1 -1.1583 -0.5054 -0.0026
C2 -0.4381 -0.2290 1.1994
C3 0.2142 1.1731 1.3654
S1 -1.0754 2.4634 1.3477
C4 0.9707 -0.8710 -1.2967
H1 -0.1684 0.9153 -1.1799
H2 -0.9226 -0.4874 -2.1217
H3 -2.0652 -0.0982 -0.1634
H4 -1.0495 -0.4219 2.0859
H5 0.4103 -0.9395 1.2908
H6 0.7285 1.2871 2.3240
H7 0.9643 1.2813 0.5514
H8 1.7266 -0.7000 -0.5365
H9 1.4342 -0.7277 -2.2809
H10 0.7978 -1.9805 -1.3376

Results of the Mulliken charge analysis, in e, for atoms 1 through 6: -0.453, -0.397, -0.740, -0.614, -0.703, -1.160

---

Entry 3:
Molecular formula: C3H4NO2
Method: DFT, ωB97M-V with the def2-TZVPD basis set

The energy relative to the best compared isomer or geometry (same formula, charge and spin) comes out at 939.17 kJ/mol. The total energy is -321.6550 Eh. As for the HOMO energy (alpha / beta): -0.1222 / -0.1129 Ha. The calculation puts the strongest force on any atom at 4.9 eV/Å. Its charge is -1.

Element x y z (Å)
C1 -0.7811 -0.0079 -2.5621
C2 0.0034 -0.4995 -1.6964
C3 0.8117 0.5125 1.4981
N1 0.1455 0.0798 2.5188
O1 0.5372 -1.1234 2.8027
O2 -0.8712 0.5358 3.0649
H1 -0.9859 1.0805 -2.8921
H2 -1.3604 -0.7657 -3.2446
H3 0.6285 -0.0763 -0.9794
H4 1.8724 0.2642 1.4901

Results of the Mulliken charge analysis, in e, for atoms 1 through 6: -0.407, -0.150, -0.603, 0.830, -0.648, -0.711

---

Entry 4:
Molecular formula: C14H25ClNPZn
Method: DFT, ωB97M-V with the def2-TZVPD basis set

The energy relative to the best compared isomer or geometry (same formula, charge and spin) comes out at 30.70 kJ/mol. The total energy is -3183.9224 Eh. As for the HOMO energy: -0.2371 Ha. The calculation puts the strongest force on any atom at 2.8 eV/Å.

Element x y z (Å)
C1 -1.6539 -1.9636 -2.7456
C2 -0.3214 -2.1952 -2.4353
C3 0.2789 -1.6413 -1.2769
C4 -0.4453 -0.8208 -0.4204
C5 -1.7953 -0.6102 -0.7076
C6 -2.4018 -1.1866 -1.8623
C7 1.7647 -1.9396 -1.1726
C8 2.6133 -1.0038 -0.3225
N1 2.1426 0.4361 -0.2802
Zn1 0.5135 0.0152 1.2532
C9 -2.6630 0.2339 0.2234
P1 -1.5677 1.2108 1.2963
H1 0.3279 -2.7715 -3.1022
H2 -3.4800 -1.0357 -1.9958
H3 -2.0961 -2.3723 -3.6559
H4 -3.2473 -0.4180 0.9010
H5 -3.3857 0.8801 -0.3080
H6 1.8727 -2.9598 -0.7987
H7 2.1606 -1.9835 -2.1901
H8 2.6161 -1.3549 0.7328
C10 -2.7140 1.7822 2.6000
C11 -1.2873 2.7380 0.2907
H9 3.6616 -1.0667 -0.6832
C12 1.5251 0.9166 -1.5630
C13 3.3239 1.3492 -0.0302
H10 1.6057 0.1088 2.8426
H11 2.1901 1.6181 -2.0815
H12 1.3705 0.1085 -2.2722
H13 0.5759 1.4262 -1.3815
H14 3.5821 1.8640 -0.9608
H15 3.1225 2.1208 0.7179
H16 4.1990 0.7656 0.2640
H17 -2.1866 3.3838 0.2642
H18 -0.4666 3.2808 0.7861
H19 -0.9930 2.4928 -0.7413
H20 -3.6475 2.2035 2.2034
H21 -2.9651 0.9430 3.2625
H22 -2.2185 2.5538 3.2056
H23 1.3910 0.8814 2.7872
Cl1 -0.1840 -1.9001 3.7905
C14 -0.2624 -1.7334 2.0891
H24 0.4632 -2.4318 1.6528
H25 -1.3185 -1.9245 1.8246

Results of the Mulliken charge analysis, in e, for atoms 1 through 6: -0.892, -0.815, 1.010, -0.440, 1.731, -0.634

---

Entry 5:
Molecular formula: C51H44BrF5N5NaO6PSi2
Method: DFT, ωB97M-V with the def2-TZVPD basis set

The energy relative to the best compared isomer or geometry (same formula, charge and spin) comes out at 172.37 kJ/mol. The total energy is -6851.1556 Eh. As for the HOMO energy: -0.1861 Ha. The calculation puts the strongest force on any atom at 3.4 eV/Å. Its charge is -1.

Element x y z (Å)
Na1 1.0061 -1.0803 -1.5065
F1 -0.8458 0.5507 8.6807
C1 -1.2329 0.9879 7.5115
C2 -2.0868 2.0785 7.3597
F2 -2.6552 2.7048 8.3780
C3 -2.3666 2.4769 6.0753
F3 -3.0996 3.5753 5.9840
C4 -2.0219 1.7990 4.8982
P1 -2.3568 2.1837 3.1238
C5 -3.6853 3.5347 3.3856
C6 -4.9242 3.1023 3.7904
C7 -5.9446 4.0461 3.9935
C8 -5.6622 5.4269 3.6830
C9 -4.4454 5.8275 3.1660
C10 -3.4562 4.8433 2.9731
C11 -0.8505 3.1665 2.7106
C12 -0.4783 3.2544 1.3508
C13 0.7367 3.8988 0.9972
C14 1.4860 4.5234 1.9600
C15 1.1548 4.3250 3.2960
C16 -0.0400 3.7802 3.6607
C17 -1.1765 0.7064 5.1166
Br1 -0.5141 -0.3786 3.7330
C18 -0.7578 0.3433 6.3934
F4 0.1795 -0.5903 6.5391
H1 -5.0182 2.0947 4.1574
H2 -6.8876 3.7307 4.3472
H3 -6.3392 6.2398 3.8802
H4 -4.3393 6.8960 3.0258
H5 -2.4636 5.1404 2.6036
H6 -1.1957 2.7931 0.6609
H7 1.0214 3.9434 -0.0730
H8 2.4350 4.9498 1.6062
H9 1.8031 4.7278 4.0392
H10 -0.2245 3.6303 4.7190
C19 1.8210 0.4807 1.6293
C20 2.6275 1.0210 0.4770
C21 3.8780 1.4828 0.6838
C22 4.6142 1.8866 -0.3962
C23 4.2017 1.5664 -1.6477
C24 2.9323 0.8998 -1.8648
N1 2.1049 0.8800 -0.7962
N2 2.4471 0.4033 -2.9968
Si1 3.1763 0.4817 -4.5494
C25 4.8398 -0.4229 -4.5492
C26 3.6408 2.2408 -5.0962
C27 1.9918 -0.1443 -5.8481
H11 0.7884 0.5784 1.3648
H12 1.9409 1.0801 2.5319
H13 2.0954 -0.5111 1.7491
H14 4.1785 1.5738 1.7711
H15 5.5357 2.4622 -0.2115
H16 4.8211 1.8498 -2.5143
H17 4.9041 -1.5772 -4.5540
H18 5.3804 -0.1243 -3.6469
H19 5.5151 -0.1173 -5.3522
H20 3.5768 2.3044 -6.1641
H21 4.6784 2.4927 -4.7926
H22 2.9394 2.9515 -4.6166
H23 1.4108 -1.0565 -5.6044
H24 2.7193 -0.3617 -6.6511
H25 1.2986 0.5968 -6.2509
O1 -3.1771 -2.0141 -0.7034
N3 -2.6146 -1.0265 -0.8004
O2 0.0120 -2.1005 0.1858
Si2 -0.0079 -3.6802 0.2034
C28 -0.1166 -4.4122 -1.5994
C29 1.0238 -4.6418 -2.3746
C30 0.9940 -4.8689 -3.7258
C31 -0.2348 -5.0259 -4.3391
C32 -1.3987 -4.8393 -3.5996
C33 -1.3143 -4.5043 -2.2847
C34 -1.5290 -4.2109 1.1892
C35 -2.0441 -5.4267 0.9330
C36 -3.2182 -5.8770 1.4650
C37 -3.9740 -5.0476 2.2306
C38 -3.5000 -3.7586 2.5300
C39 -2.2747 -3.3780 1.9671
C40 1.5168 -4.4300 0.9011
C41 1.6453 -5.7918 1.0624
C42 2.7062 -6.3453 1.8362
C43 3.7435 -5.5663 2.3369
C44 3.7069 -4.2160 2.0841
C45 2.5892 -3.6625 1.3997
H26 2.0319 -4.5256 -1.9373
H27 1.9357 -5.0016 -4.2666
H28 -0.1984 -5.1708 -5.4422
H29 -2.3486 -5.0517 -3.9948
H30 -2.1665 -4.2648 -1.6460
H31 -1.6038 -6.1977 0.2980
H32 -3.5310 -6.9141 1.2960
H33 -4.8590 -5.4699 2.6830
H34 -4.0761 -3.0319 3.0773
H35 -1.9127 -2.3275 2.1453
H36 0.8246 -6.4534 0.6612
H37 2.6860 -7.4052 2.0333
H38 4.6317 -6.0411 2.7647
H39 4.4750 -3.4964 2.3474
H40 2.5682 -2.5660 1.3598
F5 1.1537 4.5783 -3.4154
C46 0.2170 3.8084 -3.9656
C47 0.2005 2.4969 -3.7550
N4 -0.7189 1.6943 -4.4715
C48 -0.7643 0.2654 -3.9664
C49 -1.7783 0.2270 -2.8024
O3 -2.2015 1.2030 -2.2622
O4 -2.0183 -0.9895 -2.4413
C50 -1.7804 2.2494 -5.2220
O5 -2.6457 1.5909 -5.7077
N5 -1.6539 3.6901 -5.4309
C51 -0.7527 4.5584 -4.7912
O6 -0.8122 5.7771 -4.8616
H41 0.9083 1.8097 -3.0803
H42 0.2391 0.1329 -3.5175
H43 -1.0425 -0.4624 -4.7454
H44 -2.3528 3.9625 -6.1647

Results of the Mulliken charge analysis, in e, for atoms 1 through 6: 0.545, -0.303, 0.615, 0.046, -0.301, 1.064

---

Entry 6:
Molecular formula: C17H25N5O5PdSSe
Method: DFT, ωB97M-V with the def2-TZVPD basis set

The multiplicity is 5. The energy relative to the best compared isomer or geometry (same formula, charge and spin) comes out at 0.00 kJ/mol. The total energy is -4239.7064 Eh. As for the HOMO energy (alpha / beta): -0.5286 / -0.5399 Ha. Its expectation value of S² is 6.0256. The calculation puts the strongest force on any atom at 1.1 eV/Å. Its charge is +2.

Element x y z (Å)
Pd1 0.3458 -0.3066 -0.2473
O1 2.2574 1.1490 -0.5622
C1 2.1594 2.5663 -0.6898
C2 1.3177 3.2213 0.4051
N1 -0.0686 2.7793 0.4350
C3 -0.8427 2.8263 -0.7926
C4 -1.1078 1.3512 -1.2432
O2 -2.0235 0.7810 -0.6336
O3 -0.2978 0.8258 -2.0870
C5 -0.6404 2.2903 1.6537
C6 -0.1743 0.7920 1.9956
O4 1.0533 0.5292 1.7992
O5 -1.0708 0.0608 2.4120
H1 2.7183 0.9385 0.2602
H2 1.7466 2.7497 -1.6766
H3 3.1461 3.0233 -0.6462
H4 1.3158 4.3034 0.2228
H5 1.7500 3.0396 1.3841
H6 -0.2942 3.3566 -1.5607
H7 -1.8068 3.2966 -0.6103
H8 -1.7201 2.2899 1.6028
H9 -0.2807 2.8775 2.5025
C7 -1.4683 -5.3404 -0.1357
N2 -1.0259 -4.5210 0.9999
C8 -1.0056 -3.1836 1.0573
Se1 -1.6262 -1.9721 -0.2368
N3 -0.4958 -2.7996 2.2265
C9 -0.1607 -3.9156 2.9661
C10 0.3895 -4.0581 4.2399
C11 0.6154 -5.3455 4.6613
C12 0.3055 -6.4641 3.8532
C13 -0.2425 -6.3261 2.6008
C14 -0.4749 -5.0180 2.1749
H10 -2.1234 -4.7555 -0.7722
H11 -2.0168 -6.1976 0.2413
H12 -0.6100 -5.6819 -0.7094
H13 -0.5137 -1.8057 2.5236
H14 0.6242 -3.2006 4.8601
H15 1.0471 -5.5128 5.6400
H16 0.4992 -7.4565 4.2383
H17 -0.4879 -7.1850 1.9888
C15 4.5222 -3.1146 -2.0675
N4 3.4835 -2.4151 -2.8344
C16 2.3472 -1.9203 -2.3653
S1 1.9835 -2.0714 -0.6595
N5 1.5146 -1.3516 -3.2283
C17 1.8332 -1.1452 -4.6410
H18 5.4962 -2.8212 -2.4500
H19 4.4125 -4.1922 -2.1632
H20 4.4568 -2.8390 -1.0217
H21 3.6452 -2.3309 -3.8240
H22 0.7347 -0.8365 -2.8557
H23 2.0056 -2.0983 -5.1453
H24 2.7047 -0.4984 -4.7659
H25 0.9812 -0.6676 -5.1126

Results of the Mulliken charge analysis, in e, for atoms 1 through 6: 0.450, -0.228, -0.823, -0.521, 0.306, -0.622